[1]
ORCA calculation (ωB97M-V/def2-TZVPD) on C24H41HfIN3P as an isolated structure in a non-equilibrium geometry.

The geometry in ORCA input format:
```
! RIJCOSX wB97M-V def2-TZVPD def2/J DEFGRID3
* xyz 2 1
C -1.70147 -3.66963 0.82832
C -1.25290 -3.44944 -0.63020
H -1.06074 -4.36623 1.39144
H -2.70641 -4.11320 0.81408
H -1.78624 -2.77744 1.46180
H -0.13210 -3.44639 -0.91619
H -1.54157 -4.34638 -1.20090
H -1.79207 -2.61171 -1.09475
C 3.17285 -1.36978 2.09370
C 4.52866 -1.34696 2.39655
C 5.45085 -1.12136 1.37043
C 5.00079 -0.98202 0.06385
H 2.38018 -1.48927 2.84006
H 4.83849 -1.47885 3.43006
H 6.51218 -1.03175 1.58587
H 5.66391 -0.77027 -0.77125
N 2.74237 -1.32932 0.79723
C 3.64019 -1.12112 -0.22786
C 3.08205 -1.08515 -1.58868
N 1.82981 -1.64932 -1.73867
C 1.20527 -1.59886 -2.95599
C 3.05348 -0.37126 -3.90333
C 1.79453 -0.94947 -4.03614
H 0.22799 -2.08095 -3.03295
H 1.27033 -0.89643 -4.98646
C 3.70510 -0.47462 -2.68049
H 4.69249 -0.04591 -2.52701
H 3.53795 0.14779 -4.73107
Hf 0.81988 -2.11694 0.13134
I 1.58028 -4.54474 1.32422
C -0.31458 1.62211 -2.19949
C -0.17435 2.01286 -0.72464
C 1.32282 1.96851 -0.39518
C -0.71604 3.43223 -0.51817
P -1.09449 0.82928 0.38369
N -0.30285 -0.56944 0.35612
C -1.12398 1.35206 2.20135
C -2.33615 2.26884 2.45223
C -1.23360 0.12002 3.11766
C 0.15812 2.11767 2.56338
C -2.84306 0.54936 -0.27200
C -3.65725 1.85180 -0.44625
C -2.82233 -0.14142 -1.64423
C -3.54752 -0.39490 0.71962
H 0.42405 2.18555 -2.79263
H -1.29681 1.87339 -2.61824
H -0.09614 0.55924 -2.36923
H 1.87666 2.51605 -1.16855
H 1.56649 2.42053 0.56642
H 1.69719 0.94140 -0.39476
H -1.77003 3.52165 -0.79645
H -0.60660 3.78464 0.51090
H -0.16388 4.12023 -1.17468
H -3.28310 1.72374 2.36004
H -2.27561 2.65696 3.48011
H -2.34681 3.13358 1.77512
H -0.38625 -0.56663 2.96990
H -1.22319 0.46566 4.16462
H -2.16481 -0.44215 2.96829
H 1.05798 1.50795 2.41214
H 0.25302 3.06613 2.02115
H 0.11622 2.37533 3.63331
H -3.26841 2.47254 -1.26620
H -4.69686 1.57555 -0.71087
H -3.72114 2.46953 0.45680
H -2.09598 -0.97008 -1.66558
H -3.83668 -0.54642 -1.84827
H -2.59404 0.55839 -2.47305
H -2.96275 -1.31757 0.87014
H -3.74994 0.06898 1.69587
H -4.52346 -0.68616 0.29263
*
```

* HOMO level: -14.5788 eV
* E_LUMO: -7.28 eV
* frontier orbital gap: 7.2998 eV
* electronic energy: -48709.25324 eV


[2]
ORCA calculation (ωB97M-V/def2-TZVPD) on C4H6O2 as an isolated structure.

The geometry in ORCA input format:
```
! RIJCOSX wB97M-V def2-TZVPD def2/J DEFGRID3
* xyz 0 1
C 1.42507 -0.30229 0.09326
C -0.07410 -0.30245 0.34048
C -0.85848 1.01426 0.28960
O -1.76036 0.45815 -0.70649
C -1.00584 -0.67712 -0.80884
O -1.12415 -1.56384 -1.59706
H 1.93002 0.34621 0.81717
H 1.83601 -1.30951 0.20206
H 1.66720 0.05441 -0.91310
H -0.33293 -0.89139 1.22688
H -0.31004 1.85886 -0.13717
H -1.39240 1.31474 1.19321
*
```

* energy relative to the best compared isomer or geometry (same formula, charge and spin): 14.9 kcal/mol
* HOMO level: -10.4685 eV
* E_LUMO: 0.86 eV
* frontier orbital gap: 11.3279 eV
* electronic energy: -8339.81552 eV


[3]
ORCA calculation (ωB97M-V/def2-TZVPD) on a 2-piece molecular cluster, C18H16N2O5 overall.

The geometry in ORCA input format:
```
! RIJCOSX wB97M-V def2-TZVPD def2/J DEFGRID3
* xyz 0 1
C 4.39620 3.74833 0.41521
C 3.41086 4.70967 -0.19537
O 3.74521 5.65737 -0.84338
N 2.00005 4.56668 0.06515
C 1.59380 5.51764 1.11040
O 1.76901 3.22613 0.54492
C 0.54238 2.76900 0.06164
N -0.50743 2.87692 0.98430
O 0.44984 2.24859 -0.99932
H 4.97409 4.31875 1.14537
H 5.08371 3.42698 -0.36583
H 3.94513 2.89137 0.90079
H 0.59307 5.26769 1.45190
H 2.28174 5.52845 1.96274
H 1.58157 6.50251 0.64763
H -1.15832 3.61713 0.75192
H -0.15944 3.00124 1.92668
C -2.30108 -0.48809 -3.11690
C -2.44733 0.31843 -1.99487
C -2.19864 -0.19233 -0.73251
C -1.80816 -1.51701 -0.58554
C -1.67482 -2.33276 -1.71196
C -1.91780 -1.81153 -2.97662
C -1.28370 -3.76508 -1.58642
O -1.15790 -4.47377 -2.56204
C -1.05581 -4.30121 -0.21198
C -0.73081 -5.64394 -0.06009
C -0.50498 -6.16181 1.20360
C -0.59761 -5.34001 2.32184
C -0.92289 -4.00241 2.17632
C -1.15768 -3.47869 0.91046
C -1.52626 -2.03772 0.78198
O -1.59399 -1.32119 1.75812
H -2.48577 -0.08254 -4.10310
H -2.74749 1.35195 -2.10516
H -2.29451 0.43031 0.14656
H -1.80106 -2.45480 -3.83811
H -0.65944 -6.26666 -0.94143
H -0.25515 -7.20836 1.32030
H -0.41671 -5.74644 3.30848
H -1.00186 -3.34881 3.03434
*
```

* SMILES string: O=C1c2ccccc2C(=O)c2ccccc21.CC(=O)N(C)OC(N)=O
* energy relative to the best compared isomer or geometry (same formula, charge and spin): 37.4 kcal/mol
* HOMO level: -9.6264 eV
* E_LUMO: -0.80 eV
* frontier orbital gap: 8.8218 eV
* electronic energy: -32142.12376 eV


[4]
ORCA calculation (ωB97M-V/def2-TZVPD) on C46H76O68S11 as an isolated structure in a non-equilibrium geometry.

The geometry in ORCA input format:
```
! RIJCOSX wB97M-V def2-TZVPD def2/J DEFGRID3
* xyz 0 1
C 1.49934 0.84837 -4.28612
C 2.24012 2.10625 -3.88926
O 3.04528 1.75881 -2.79911
C 3.04316 0.42343 -2.65166
O 3.74415 -0.21534 -1.92578
O 2.31373 -0.15750 -3.57464
H 1.51248 0.66641 -5.33295
H 0.47475 0.92441 -3.90952
H 1.48610 2.91993 -3.74314
H 2.87681 2.44197 -4.63013
C -3.83702 -4.74105 -0.03840
C -2.48281 -4.42030 0.54787
O -2.24845 -3.00605 0.09312
C -3.42442 -2.48751 -0.27888
O -3.60359 -1.36433 -0.61508
O -4.40098 -3.42217 -0.27221
H -4.44066 -5.24246 0.67092
H -3.80818 -5.22862 -0.99263
H -1.71094 -5.10703 0.22193
H -2.48667 -4.46965 1.65203
C 4.40982 3.58298 4.33097
C 3.93852 4.99273 4.59475
O 2.61414 5.02408 3.92376
C 2.61709 4.04170 3.00895
O 1.73874 3.77181 2.20066
O 3.73423 3.25733 3.09024
H 4.17661 2.88807 5.14793
H 5.48179 3.71893 4.16175
H 4.52227 5.80212 4.14223
H 3.81308 5.18560 5.64391
C -1.86525 -1.30274 -4.59824
C -2.51290 -2.09185 -3.46502
O -1.41668 -2.76582 -2.84186
C -0.29118 -2.38008 -3.42800
O 0.77519 -2.61115 -2.97034
O -0.47071 -1.60707 -4.47168
H -1.95732 -0.23337 -4.48895
H -2.21676 -1.64554 -5.58871
H -3.22303 -2.85593 -3.76417
H -2.97928 -1.45673 -2.69022
C 0.75310 -8.16016 -2.01481
C 1.76658 -8.82567 -1.03899
O 0.96555 -8.98360 0.16201
C -0.05349 -8.09250 0.08509
O -0.64065 -7.67244 1.06190
O -0.25752 -7.68952 -1.11700
H 0.30395 -8.86777 -2.69246
H 1.22313 -7.26925 -2.53063
H 2.57682 -8.14479 -0.82902
H 2.11999 -9.79537 -1.38685
C 2.64367 -6.92323 1.87622
C 2.26358 -7.00196 3.30130
O 1.37865 -5.83844 3.53293
C 1.27624 -5.15085 2.37478
O 0.60815 -4.18597 2.20323
O 2.00088 -5.71321 1.39599
H 2.30459 -7.79407 1.36087
H 3.77745 -6.72369 1.70123
H 3.00211 -7.00352 4.09523
H 1.63431 -7.85830 3.50598
C -3.83242 -1.55197 5.99803
C -3.42178 -0.09867 5.82651
O -3.65633 0.01263 4.38944
C -3.23615 -1.11933 3.87696
O -2.94405 -1.26190 2.68615
O -3.32960 -2.19159 4.77189
H -4.90961 -1.63580 6.01032
H -3.40764 -2.06855 6.79533
H -2.37361 0.15165 6.01043
H -4.10191 0.55832 6.30884
C 0.35324 -2.75541 5.28032
C 1.83436 -3.00395 5.59562
O 1.75788 -3.71318 6.86164
C 0.52351 -4.21865 6.98937
O 0.31774 -5.02043 7.88718
O -0.33863 -3.67658 6.15240
H 0.11104 -2.97200 4.25955
H -0.02312 -1.77752 5.60341
H 2.40724 -2.10455 5.69629
H 2.30538 -3.59915 4.83497
C 4.27209 5.82369 0.70944
C 4.00819 4.61917 -0.15261
O 5.16982 3.79346 0.05901
S 6.16835 4.34099 1.13204
O 7.10353 5.15173 0.48652
O 6.64753 3.41937 2.10638
O 4.99606 5.22162 1.86171
H 3.38101 6.35870 1.00967
H 4.95853 6.49760 0.20946
H 3.97301 4.76604 -1.24902
H 3.19745 3.96438 0.20852
C -2.23975 7.39480 3.30936
C -1.45445 8.62514 3.81631
O -1.96309 9.01450 5.09558
S -2.81315 7.80590 5.80823
O -4.15186 8.24994 5.97966
O -2.15070 7.24266 6.98043
O -2.65573 6.78231 4.55991
H -1.52612 6.80736 2.74537
H -3.09543 7.63763 2.70537
H -1.64433 9.37861 3.07715
H -0.41380 8.29406 3.93200
C 4.52458 -3.46410 -1.95623
C 3.17716 -3.31842 -1.31124
O 2.59137 -4.69936 -1.51051
S 3.59987 -5.67576 -2.12259
O 3.05252 -6.50713 -3.14649
O 4.38076 -6.33677 -1.13438
O 4.52201 -4.55298 -2.84694
H 5.25912 -3.59807 -1.13086
H 4.83210 -2.58459 -2.48870
H 2.39274 -2.70418 -1.73288
H 3.21331 -3.27606 -0.22651
C 1.87308 -4.94289 -5.12732
C 0.94307 -6.17553 -5.48781
O 0.19074 -5.73267 -6.60087
S -0.15629 -4.12165 -6.29839
O -1.00134 -4.10982 -5.14458
O -0.46869 -3.42150 -7.51345
O 1.36062 -3.86340 -5.88597
H 2.87555 -5.17295 -5.47997
H 1.83802 -4.71912 -4.09897
H 0.22124 -6.44475 -4.67550
H 1.60947 -7.05599 -5.79386
C 4.92908 0.25326 1.12856
C 3.42907 0.47423 1.06314
O 2.84845 -0.95201 1.37192
S 3.78310 -1.51803 2.54433
O 3.93044 -2.95251 2.34816
O 3.32217 -0.97010 3.81714
O 5.14745 -0.74269 2.20741
H 5.47334 1.16681 1.34865
H 5.26351 -0.20427 0.17704
H 3.07723 0.72890 0.11223
H 2.98884 1.10862 1.83844
C -4.63767 1.23219 1.40682
C -3.93552 1.42448 0.08254
O -3.09770 2.63474 0.33117
S -3.93082 3.63539 1.13182
O -4.84179 4.26253 0.25487
O -3.00679 4.48195 1.89476
O -4.67819 2.62926 2.03141
H -4.16985 0.63908 2.22745
H -5.62574 0.78877 1.27641
H -4.59665 1.68978 -0.72752
H -3.21207 0.69480 -0.25885
C -5.12086 4.00844 -3.22142
C -5.28473 3.17547 -4.56800
O -3.97307 3.31760 -5.11044
S -2.94112 3.11880 -3.93737
O -1.66598 3.66162 -4.13972
O -3.00613 1.76548 -3.46568
O -3.73579 4.16901 -2.98543
H -5.69199 3.72681 -2.39061
H -5.48455 5.00858 -3.43262
H -5.96890 3.63820 -5.27530
H -5.55042 2.18447 -4.20402
C -3.15194 0.52177 -9.54567
C -3.73430 1.95902 -9.51649
O -4.24171 2.17716 -8.19670
S -3.64545 1.07121 -7.24411
O -4.61861 0.63146 -6.31616
O -2.33513 1.47732 -6.92286
O -3.61733 -0.03268 -8.39754
H -2.09133 0.60619 -9.40940
H -3.48388 -0.21193 -10.32896
H -4.58772 2.07093 -10.25238
H -3.01334 2.76182 -9.66999
C -0.81256 2.25914 3.33501
C -0.94681 3.42132 4.40997
O -0.41774 2.78775 5.54803
S 0.44841 1.49657 5.29853
O -0.19890 0.37665 5.95967
O 1.86731 1.75850 5.58690
O 0.29008 1.43566 3.71284
H -0.49893 2.45704 2.34432
H -1.72103 1.69024 3.38815
H -1.97355 3.71165 4.59095
H -0.29501 4.28292 4.17286
C 0.29557 -1.54870 0.14993
C -0.29753 -0.67965 1.27491
O -0.60711 0.56504 0.54935
S 0.19995 0.71170 -0.77470
O 1.00662 1.88831 -0.79239
O -0.56949 0.47741 -1.95845
O 1.10069 -0.51960 -0.56323
H -0.42464 -1.95050 -0.56507
H 0.90927 -2.33738 0.54060
H 0.46093 -0.56220 1.98490
H -1.13702 -1.11190 1.81476
C -0.29493 4.72565 0.08619
C -1.03726 5.18484 -1.12618
O -0.95036 6.76270 -0.99264
S 0.36622 7.18437 -0.25250
O 0.00779 8.00764 0.86514
O 1.40505 7.63144 -1.15045
O 0.82719 5.69818 0.16910
H 0.07422 3.67070 -0.04265
H -0.91181 5.00599 0.91148
H -2.07978 4.89095 -1.30487
H -0.56181 4.80193 -1.98999
*
```

* energy relative to the best compared isomer or geometry (same formula, charge and spin): 8.2 kcal/mol
* HOMO level: -9.9852 eV
* E_LUMO: 0.04 eV
* frontier orbital gap: 10.0208 eV
* electronic energy: -307341.73215 eV


[5]
ORCA calculation (ωB97M-V/def2-TZVPD) on C19H31F9OP2Ti as an isolated structure in a non-equilibrium geometry.

The geometry in ORCA input format:
```
! RIJCOSX wB97M-V def2-TZVPD def2/J DEFGRID3
* xyz 2 1
P -0.92952 1.19046 -0.85897
P 0.40835 -0.23222 1.49648
C 0.14300 -0.26493 -1.28004
C 0.33709 -1.18232 -0.08487
H 1.11613 0.09634 -1.65516
H -0.31769 -0.83659 -2.09634
H -0.50254 -1.88671 0.01110
H 1.24323 -1.79481 -0.19694
C 2.16861 0.19962 1.72054
H 2.34508 0.47329 2.76976
H 2.44321 1.05096 1.08906
H 2.79501 -0.66287 1.46198
C 0.13674 -1.46052 2.81022
H 0.78958 -2.33524 2.66049
H -0.91070 -1.78665 2.79992
H 0.35861 -1.00694 3.78840
C -0.54773 2.30332 -2.24885
H -1.16422 3.20667 -2.18949
H -0.72791 1.80059 -3.20949
H 0.50551 2.61143 -2.19429
C -2.59635 0.51717 -1.16599
H -2.78163 -0.33675 -0.50540
H -2.70455 0.20736 -2.21094
H -3.35029 1.27338 -0.94733
Ti -0.53995 2.10950 1.43817
C 1.48323 -3.82819 -2.13583
C 2.56802 -3.04518 -2.15385
C 3.28784 -2.62671 -3.40409
C 2.39228 -2.24757 -4.61673
C 1.12828 -1.49662 -4.30213
C -0.05540 -2.06520 -4.03256
C -0.30369 -3.54483 -3.99229
C 0.81715 -4.40964 -3.35115
C -2.34129 2.98677 0.80301
H 1.03775 -4.14245 -1.18166
H 3.03708 -2.71555 -1.21781
H 3.98058 -3.41852 -3.74984
H 3.92676 -1.76530 -3.15249
H 2.99733 -1.60416 -5.27828
H 2.17074 -3.15542 -5.19071
H 1.22345 -0.40517 -4.35367
H -0.94878 -1.44643 -3.87996
H -0.48531 -3.93530 -5.01221
H -1.24347 -3.71424 -3.43888
H 0.35226 -5.36309 -3.04924
H 1.55271 -4.65865 -4.12370
H -2.90701 2.84307 1.73302
H -3.01035 2.81834 -0.03985
H -2.00270 4.03585 0.75019
F -3.35263 2.10368 4.25011
C -2.35861 2.33906 5.14208
F -2.84151 3.16248 6.11020
F -2.05458 1.14797 5.70974
C -1.11690 2.92830 4.40947
O -0.95267 2.28191 3.18029
C -1.30707 4.44632 4.15585
F -1.23812 5.19050 5.27583
F -0.32748 4.86265 3.28667
F -2.50355 4.70989 3.54831
C 0.12759 2.69134 5.31959
F -0.16112 2.91484 6.63184
F 0.52717 1.39991 5.17807
F 1.18497 3.47181 4.97063
*
```

* energy relative to the best compared isomer or geometry (same formula, charge and spin): 0.0 kcal/mol
* HOMO level (alpha / beta): -13.8764 / -13.8764 eV
* E_LUMO (alpha / beta): -9.25 / -9.26 eV
* frontier orbital gap (alpha / beta): 4.6225 / 4.6203 eV
* electronic energy: -88387.05964 eV


[6]
ORCA calculation (ωB97M-V/def2-TZVPD) on a 2-piece molecular cluster, C3H6ClF6O4P2S overall in a non-equilibrium geometry.

The geometry in ORCA input format:
```
! RIJCOSX wB97M-V def2-TZVPD def2/J DEFGRID3
* xyz 1 1
C -0.61879 -1.47004 -0.15320
P -1.62621 -0.19457 -0.98486
O -2.11919 -0.70197 -2.42572
P -0.08161 1.34786 -1.37612
F -0.83454 2.46213 -2.15424
Cl 1.45452 0.90466 -2.52007
S 0.44012 2.43762 0.46114
O 0.97729 3.67176 -0.00277
O -0.80806 2.48084 1.14834
C 1.69743 1.66494 1.65545
F 0.99826 1.24852 2.69704
F 2.44036 2.68694 2.02761
C 2.61623 0.50294 1.17565
F 3.00338 0.68434 -0.07065
F 3.66647 0.47876 1.95665
F 1.97289 -0.64252 1.29818
H -0.67780 -1.23720 0.90671
H 0.42342 -1.43894 -0.45108
H -1.06429 -2.43834 -0.34920
H -3.08301 -0.61722 -2.45182
O -2.91341 -3.56043 -0.22633
H -3.06183 -4.31537 -0.80680
H -2.80163 -3.95473 0.64609
*
```

* HOMO level: -13.7277 eV
* E_LUMO: -5.00 eV
* frontier orbital gap: 8.7317 eV
* electronic energy: -69630.95327 eV


Among the records above, which one has the highest electronic energy?
C4H6O2


Which of these has the highest electronic energy?
C4H6O2


The lowest electronic energy belongs to which entry?
C46H76O68S11